Here is a cluster of 4 separate species, C5H20N2O4 in total in a non-equilibrium geometry from OMol25. Energies are from wB97M-V/def2-TZVPD.

The total charge is +3. For the HOMO energy (spin up / spin down), the calculation gives -20.747 / -20.744 eV. The spin multiplicity is 2. The maximum force comes out at 4.3 eV/Å. The orbital gap (spin up / spin down) comes out at 10.5 / 3.0 eV.

Cartesian coordinates (Å):
C1 2.363 1.608 0.728
O1 2.706 1.634 2.118
C2 1.199 0.534 0.692
C3 0.155 0.734 -0.507
C4 -0.402 -0.647 -0.896
C5 -2.333 -1.317 -2.401
N1 -1.204 -0.679 -2.122
N2 0.506 0.460 2.033
H1 3.272 1.210 0.241
H2 1.994 2.600 0.334
H3 2.957 2.489 2.437
H4 1.708 -0.381 0.447
H5 0.547 1.146 -1.490
H6 -0.666 1.449 -0.485
H7 -1.060 -1.142 -0.054
H8 0.492 -1.358 -0.996
H9 -3.007 -1.171 -3.242
H10 -2.871 -2.004 -1.724
H11 -0.688 -0.254 -3.091
H12 -0.382 0.793 1.944
H13 0.375 -0.559 2.363
H14 1.068 0.883 2.812
H15 -4.433 -1.229 0.165
H16 -3.305 -1.067 0.953
O2 -3.558 -0.964 0.057
H17 0.237 1.568 -4.387
H18 1.227 0.955 -3.373
O3 0.299 0.903 -3.730
H19 1.490 -2.164 3.487
H20 -0.050 -2.132 4.099
O4 0.565 -2.020 3.365